ORCA calculation (the ωB97M-V functional and the def2-TZVPD basis) on a 2-piece molecular cluster, C3H10N2O overall.

Structure (XYZ):
```
16
Properties=species:S:1:pos:R:3:forces:R:3
N 1.0116 -2.6008 -0.9903 -0.5 0.4 0.2
C -0.1485 -1.9914 -1.4776 1.1 -0.8 -0.3
O -1.2329 -2.4918 -1.3719 -0.5 0.0 0.1
H 1.7444 -2.0137 -0.6162 0.0 0.1 -0.3
H 0.8261 -3.4110 -0.4175 -0.1 0.0 0.1
H 0.0615 -1.1404 -2.1369 0.0 0.4 0.3
C -1.4633 1.5898 0.7165 0.3 -1.1 0.6
N -0.2828 0.7004 0.6639 0.0 1.2 -0.1
C 1.0207 1.4226 0.5335 -1.0 -2.3 0.4
H -1.1744 2.3711 0.0206 -1.1 0.1 -0.4
H -1.7852 2.0633 1.6579 0.9 0.1 0.3
H -2.3251 0.9298 0.5452 0.0 0.6 -1.0
H -0.2487 0.0635 1.4465 0.0 0.0 0.1
H 1.3824 1.6888 1.5283 0.3 0.7 -0.3
H 1.6498 0.6255 0.1256 0.6 0.4 0.1
H 0.9643 2.1942 -0.2279 -0.1 0.3 0.3
```
Positions in Å, forces in eV/Å.

Properties
energy above the lowest of the compared OMol25 structures with the same formula, charge and spin: 1.457 eV
energy: -8300.0468 eV
E_LUMO: 0.0328 Eh
SMILES: NC=O.CNC

Here are the Löwdin charges for atoms 1 to 6, given in e: number 1, N, carries 0.094; number 2, C, carries -0.423; number 3, O, carries 0.020; number 4, H, carries 0.073; number 5, H, carries 0.089; number 6, H, carries 0.119